(1)
Formula: C14H42Ba2NO10
Source: OMol25
Level of theory: the ωB97M-V functional and the def2-TZVPD basis

```
69
Properties=species:S:1:pos:R:3:forces:R:3:mulliken_charge:R:1
Ba -7.786 0.940 -17.234 -0.118 -0.240 -0.426 1.881
Ba -6.239 11.119 -20.717 -0.140 -0.107 -0.467 1.921
N -7.342 4.489 -23.375 -3.719 -3.048 -1.613 0.997
O -7.971 3.948 -22.432 0.452 -1.654 1.020 -0.656
O -7.252 3.945 -24.482 0.826 -1.043 0.315 -0.545
O -7.130 5.635 -23.275 2.488 5.882 0.824 -0.596
C -2.065 2.323 -30.975 0.578 1.200 0.674 -1.071
C -3.120 2.742 -29.927 0.093 -0.681 -1.792 -0.188
O -3.593 1.573 -29.274 -0.042 0.657 0.382 -0.507
H -1.698 3.246 -31.424 0.018 0.159 -0.167 0.341
H -2.348 1.689 -31.815 -0.592 -0.115 0.455 0.304
H -1.178 1.903 -30.500 -0.141 -0.273 0.133 0.284
H -3.935 3.236 -30.456 -0.351 -0.120 -0.266 0.258
H -2.799 3.526 -29.241 0.716 -0.282 0.280 0.284
H -4.227 1.937 -28.651 -0.287 -0.544 0.312 0.295
C -14.900 1.224 -26.391 -2.144 -1.975 -0.066 -1.148
C -13.649 1.684 -25.772 0.788 1.667 0.477 -0.086
O -12.693 0.675 -25.561 -0.058 -0.846 -0.203 -0.531
H -14.856 0.533 -27.233 0.813 0.781 -0.764 0.336
H -15.648 1.999 -26.558 0.494 0.341 -0.346 0.334
H -15.484 0.521 -25.797 0.202 0.069 1.099 0.303
H -13.848 2.195 -24.830 -0.399 -0.142 0.430 0.234
H -13.258 2.511 -26.363 0.424 -0.112 -0.510 0.258
H -11.866 1.041 -25.238 -0.101 0.224 -0.103 0.301
C -5.692 12.186 -27.723 0.288 0.408 -1.010 -0.940
C -7.100 12.067 -27.207 1.141 1.020 0.769 -0.222
O -7.081 12.768 -25.937 -0.693 -0.559 0.744 -0.564
H -5.618 11.738 -28.714 0.377 -0.631 0.226 0.324
H -5.031 11.796 -26.949 0.137 -0.506 -0.426 0.246
H -5.316 13.192 -27.909 -0.512 0.414 0.214 0.337
H -7.220 11.003 -27.002 -0.736 0.191 0.105 0.217
H -7.878 12.504 -27.833 0.038 -0.381 -0.156 0.285
H -7.073 13.716 -26.090 -0.004 0.001 -0.297 0.317
C -0.715 5.510 -22.481 -1.387 1.017 1.188 -0.913
C -0.428 6.907 -21.968 2.386 0.433 -0.143 -0.319
O -1.279 7.903 -22.485 -1.038 0.293 -0.442 -0.541
H -0.005 4.808 -22.043 0.112 0.013 -0.533 0.322
H -0.750 5.615 -23.565 0.264 -0.613 0.075 0.272
H -1.706 5.245 -22.112 -0.180 -0.425 -0.273 0.244
H 0.586 7.068 -22.334 0.264 0.432 -0.279 0.272
H -0.277 7.135 -20.912 -0.555 -0.968 0.519 0.346
H -0.770 8.706 -22.620 0.094 -0.106 -0.074 0.319
C -5.904 -4.723 -23.401 0.836 0.573 1.441 -0.936
C -5.397 -3.310 -22.972 -0.294 -0.047 0.016 -0.233
O -5.171 -3.072 -21.533 -0.482 -0.585 -1.105 -0.545
H -6.022 -4.852 -24.477 -0.089 0.357 0.099 0.316
H -6.793 -5.036 -22.853 -0.172 0.203 -0.213 0.275
H -5.113 -5.403 -23.085 0.026 -0.323 -0.138 0.284
H -6.096 -2.521 -23.249 -0.007 -0.104 -0.048 0.268
H -4.460 -3.127 -23.498 0.040 0.118 -0.007 0.267
H -4.532 -3.724 -21.238 0.110 -0.130 0.032 0.303
C -13.378 -3.500 -18.541 -0.483 -0.114 0.464 -1.006
C -13.616 -2.308 -19.477 -0.900 -0.478 -0.392 -0.206
O -12.422 -1.692 -19.853 1.947 0.600 -0.160 -0.547
H -12.711 -4.282 -18.906 0.096 0.344 -0.609 0.291
H -14.300 -4.032 -18.310 -0.295 0.185 -0.269 0.328
H -12.996 -3.270 -17.546 0.152 0.633 -0.042 0.269
H -14.258 -1.496 -19.136 -0.291 -0.380 0.980 0.261
H -14.127 -2.604 -20.393 -0.078 -0.651 0.041 0.284
H -12.439 -1.485 -20.790 -0.043 -0.068 0.030 0.325
C -13.455 8.036 -20.590 -0.910 -0.657 0.442 -1.057
C -12.745 9.158 -21.250 -0.425 0.417 -0.644 -0.271
O -11.882 9.786 -20.292 0.120 0.036 -0.581 -0.538
H -12.684 7.423 -20.124 -0.257 -0.592 -0.313 0.275
H -14.140 7.536 -21.275 0.563 -0.530 -0.278 0.324
H -14.161 8.275 -19.794 0.210 0.759 0.278 0.375
H -13.413 9.891 -21.702 -0.263 0.221 0.277 0.269
H -12.235 8.762 -22.128 0.825 0.077 0.371 0.298
H -12.528 10.048 -19.632 0.270 0.302 0.446 0.324
```
Positions in Å, forces in eV/Å.

Computed properties:
Kohn-Sham gap, eV: 1.998
Net charge: +3

(2)
Formula: C14H42Be2NO17
Source: OMol25
Level of theory: the ωB97M-V functional and the def2-TZVPD basis

```
76
Properties=species:S:1:pos:R:3:forces:R:3:mulliken_charge:R:1
Be 2.071 1.818 -2.904 1.300 -2.564 0.879 1.061
Be -3.193 -0.769 0.159 2.821 -0.700 0.483 1.096
N 0.087 -0.213 -0.598 0.559 1.009 -0.347 0.536
O 0.550 -1.106 -1.318 -0.953 -0.565 0.300 -0.630
O -0.903 -0.320 0.154 -0.579 -0.735 -0.186 -0.027
O 0.665 0.905 -0.602 0.271 0.611 -0.732 -0.449
C 3.959 1.715 -0.220 1.273 -0.540 0.315 -0.050
C 3.748 3.110 -0.686 -0.133 0.456 0.154 -0.886
O 2.335 3.291 -0.884 0.334 0.024 -1.772 -0.448
O 3.776 0.897 -1.383 -0.967 0.748 -1.215 -0.440
H 3.294 1.367 0.571 -0.097 0.353 0.013 0.292
H 5.001 1.600 0.091 -0.039 -0.038 0.177 0.461
H 4.285 3.247 -1.629 -0.280 -0.087 -0.269 0.348
H 4.155 3.911 -0.070 -0.135 -0.283 0.457 0.437
H 1.962 3.618 -0.056 -0.532 -0.179 -0.143 0.267
H 3.784 -0.038 -1.154 -0.136 -0.071 -0.043 0.278
C 2.028 2.791 3.076 0.614 -0.381 0.555 -0.550
C 0.600 2.947 2.534 -0.210 2.150 0.923 -0.093
O -0.372 2.280 3.287 -0.820 -1.423 0.489 -0.458
O 2.257 3.635 4.212 -1.050 0.222 -0.517 -0.556
H 2.828 3.004 2.362 -0.282 -0.034 -0.524 0.286
H 2.182 1.777 3.456 -0.154 -0.359 -0.512 0.305
H 0.324 2.744 1.497 0.907 -0.596 -0.116 0.060
H 0.318 4.001 2.647 0.629 0.334 -0.220 0.438
H -0.237 2.374 4.237 0.299 0.290 -0.028 0.285
H 3.192 3.639 4.437 0.018 -0.092 0.010 0.329
C -2.473 -2.727 -2.516 -0.042 1.305 -1.977 -0.346
C -3.775 -3.336 -2.099 0.090 0.294 0.595 -0.464
O -4.078 -2.898 -0.772 0.255 1.040 1.005 -0.407
O -2.501 -1.310 -2.160 -0.714 -0.179 1.686 -0.452
H -2.576 -2.663 -3.603 0.364 -0.546 -0.153 0.414
H -1.521 -3.214 -2.314 -0.208 0.019 0.791 0.256
H -3.699 -4.422 -2.098 -0.152 0.015 -0.302 0.389
H -4.550 -2.945 -2.756 -0.116 -0.360 -0.071 0.316
H -4.598 -3.569 -0.316 -0.008 0.143 0.213 0.279
H -1.773 -0.842 -2.574 0.148 -0.070 0.080 0.219
C -3.684 3.649 1.577 -2.254 -2.203 0.360 -0.434
C -3.594 2.984 0.214 0.511 1.444 -0.473 -0.527
O -2.865 1.731 0.109 -0.512 -0.574 0.240 -0.204
O -2.491 4.135 2.046 1.043 0.420 -0.021 -0.479
H -4.110 2.907 2.268 0.180 -0.133 0.163 0.095
H -4.522 4.353 1.543 0.524 0.642 -0.271 0.428
H -2.964 3.695 -0.331 -0.324 -0.017 -0.527 0.300
H -4.570 2.920 -0.263 0.086 -0.353 0.035 0.491
H -2.008 1.986 0.479 0.243 -0.806 0.095 0.075
H -2.229 3.637 2.826 0.188 0.040 0.020 0.295
C 2.646 0.254 -5.646 -1.788 -0.639 1.422 -0.481
C 1.967 -0.775 -4.667 1.520 0.795 -2.891 -0.326
O 2.504 -0.460 -3.411 -0.452 1.071 0.772 -0.249
O 2.177 1.553 -5.144 0.352 0.459 1.931 -0.414
H 2.233 0.193 -6.651 0.325 -0.369 -0.057 0.471
H 3.727 0.157 -5.581 -0.032 0.294 -0.139 0.304
H 2.348 -1.722 -5.051 -0.389 -0.394 0.443 0.386
H 0.883 -0.688 -4.727 -0.042 -0.144 0.140 0.264
H 2.239 -1.163 -2.799 -0.197 0.407 0.512 0.263
H 1.958 2.111 -5.898 -0.042 0.511 0.238 0.318
C -2.116 -0.479 3.236 2.525 -2.132 1.489 -0.268
C -2.058 -1.991 3.057 -1.751 -0.669 0.470 -0.514
O -2.078 -2.379 1.694 -1.003 0.982 -0.734 -0.281
O -3.168 0.060 2.484 0.157 0.166 -1.415 -0.272
H -1.070 -0.215 3.066 -0.523 1.453 -1.297 0.066
H -2.146 -0.304 4.313 -0.891 0.239 -0.001 0.576
H -2.980 -2.364 3.517 0.087 -0.390 -0.058 0.220
H -1.225 -2.540 3.499 0.116 0.705 0.502 0.447
H -1.233 -2.842 1.514 -0.093 0.112 -0.937 0.250
H -3.896 0.333 3.053 -0.059 -0.085 -0.017 0.255
C 2.167 -4.183 1.508 -0.573 0.026 -0.122 -0.461
C 0.802 -4.680 1.096 -0.631 -2.463 1.568 -0.564
O -0.136 -3.725 0.603 1.451 -0.390 -0.516 -0.611
O 2.722 -3.577 0.360 0.498 0.994 -0.580 -0.501
H 2.791 -5.009 1.853 -0.180 -0.084 0.096 0.367
H 2.123 -3.439 2.304 0.037 0.116 -0.139 0.230
H 0.284 -5.262 1.866 0.060 0.713 0.688 0.511
H 0.971 -5.562 0.467 -0.079 0.616 -1.145 0.322
H 0.354 -3.367 -0.151 -0.401 0.654 -0.063 0.229
H 3.094 -4.231 -0.239 0.036 -0.224 0.220 0.324
```
Positions in Å, forces in eV/Å.

Computed properties:
Kohn-Sham gap, eV: 5.471
Net charge: +3